# 1
Entry from OMol25: a cluster of 6 separate species, CH14O6 in total (ωB97M-V with the def2-TZVPD basis set).

The geometry in XYZ format:
```
21
CH14O6 (ωB97M-V with the def2-TZVPD basis set)
C 1.13078 -0.16209 -2.55027
O -0.15802 -0.42760 -2.01600
H 1.12611 0.69669 -3.21700
H 1.42424 -0.99901 -3.17051
H 1.89906 -0.06022 -1.77936
H -0.49867 0.42212 -1.69575
O -1.14287 1.51283 -0.10128
H -0.38471 1.38239 0.49834
H -1.87476 1.54286 0.52198
O 0.24703 0.84244 2.16223
H 0.20985 -0.13114 2.18764
H 1.07598 1.12096 2.56217
O 0.25472 -1.53210 4.41952
H 1.02435 -2.08489 4.24217
H -0.27299 -2.01993 5.06133
O -2.22176 1.78185 -2.94595
H -2.40370 0.89052 -2.61940
H -1.90339 2.26682 -2.17582
O 1.02142 -1.49218 0.47479
H 0.79495 -2.42890 0.48303
H 0.65237 -1.12144 -0.34185
```

Frontier orbital gap   0.4002 Ha
Highest occupied orbital energy   -10.481 eV
Relative energy (zero: lowest compared OMol25 entry of this formula, charge and spin)   0.469 eV
2S+1   1

Löwdin population analysis, charges in e, atoms 1 to 8:
1. C -0.145
2. O -0.145
3. H 0.084
4. H 0.079
5. H 0.078
6. H 0.026
7. O -0.064
8. H 0.016

***

# 2
Entry from OMol25: a cluster of 6 separate species, CH14O6 in total at a distorted geometry (ωB97M-V with the def2-TZVPD basis set).

The geometry in XYZ format:
```
21
CH14O6 (ωB97M-V with the def2-TZVPD basis set)
C -1.72357 0.32408 -0.28041
O -0.44222 0.08323 -0.85155
H -1.60832 0.23491 0.79846
H -2.03262 1.32214 -0.58229
H -2.41142 -0.42294 -0.66445
H 0.08145 0.79849 -1.17436
O 2.17834 1.87806 1.12539
H 2.93226 1.90189 1.68161
H 1.68920 1.07999 1.42445
O -0.03311 -0.05690 3.19882
H -0.04706 -0.93696 2.82324
H -0.81735 -0.07790 3.75736
O -0.84454 -2.46732 1.43657
H -1.44701 -2.92576 0.85387
H -0.38971 -1.95172 0.76156
O 1.00224 2.64314 -1.56843
H 1.35907 2.66100 -0.67910
H 0.76542 3.58183 -1.69619
O 0.72526 -2.89337 -3.30425
H 1.17403 -2.32456 -3.91471
H -0.11035 -2.45132 -3.14561
```

Frontier orbital gap   0.3977 Ha
Highest occupied orbital energy   -10.267 eV
Relative energy (zero: lowest compared OMol25 entry of this formula, charge and spin)   0.851 eV
2S+1   1

Löwdin population analysis, charges in e, atoms 1 to 8:
1. C -0.139
2. O -0.136
3. H 0.059
4. H 0.081
5. H 0.075
6. H 0.016
7. O -0.039
8. H 0.023

***

# 3
Entry from OMol25: a cluster of 6 separate species, CH14O6 in total at a distorted geometry (ωB97M-V with the def2-TZVPD basis set).

The geometry in XYZ format:
```
21
CH14O6 (ωB97M-V with the def2-TZVPD basis set)
C -1.49657 -1.35116 0.86786
O -0.25533 -1.00413 1.47759
H -1.87952 -0.52532 0.26136
H -2.24140 -1.54452 1.63234
H -1.26181 -2.21842 0.24600
H -0.25092 -0.34373 2.24103
O 0.29603 1.99108 0.61359
H -0.23353 2.80137 0.60640
H 0.04716 1.70889 -0.29700
O -0.56360 1.45853 -1.98063
H 0.09720 0.97481 -2.51512
H -1.39045 0.97115 -1.99460
O 0.66212 -0.62791 -3.26287
H 1.37447 0.01990 -3.22141
H 0.95868 -1.25903 -2.57308
O 0.28467 0.81138 3.15814
H 0.41987 1.41356 2.39277
H 1.16801 0.62572 3.49312
O 1.25930 -1.44540 -0.71833
H 2.19378 -1.30282 -0.53488
H 0.81181 -1.15393 0.10773
```

Frontier orbital gap   0.3891 Ha
Highest occupied orbital energy   -10.065 eV
Relative energy (zero: lowest compared OMol25 entry of this formula, charge and spin)   0.425 eV
2S+1   1

Löwdin population analysis, charges in e, atoms 1 to 8:
1. C -0.130
2. O -0.195
3. H 0.069
4. H 0.077
5. H 0.085
6. H 0.036
7. O -0.075
8. H 0.059

***

# 4
Entry from OMol25: a structure of composition CH15B3OV at a distorted geometry (ωB97M-V with the def2-TZVPD basis set).

The geometry in XYZ format:
```
21
CH15B3OV (ωB97M-V with the def2-TZVPD basis set)
V -0.23251 -0.01561 -0.05556
B -1.40717 0.79482 1.91919
H -2.39076 0.27629 1.45719
H -0.82546 1.51044 1.16943
H -1.67571 1.34053 2.96150
H -0.64763 -0.07914 2.26504
B -0.15848 -2.39025 0.28862
H 0.29919 -2.33157 -0.82559
H 0.51817 -1.71329 0.99698
H -1.17305 -1.78059 0.32005
H -0.32303 -3.48937 0.74163
B -1.34470 0.34706 -1.95614
H -2.07121 -0.17242 -1.18428
H -0.96712 1.35264 -1.46303
H -0.45563 -0.41488 -2.13588
H -1.90561 0.55550 -2.99948
C 2.96414 1.24288 -0.29133
O 1.65658 0.98362 -0.06443
H 3.38673 1.94422 0.45895
H 3.62374 0.34251 -0.30282
H 3.12952 1.69661 -1.30005
```

Frontier orbital gap (alpha / beta)   0.1941 / 0.2580 Ha
Highest occupied orbital energy (alpha / beta)   0.598 / -1.158 eV
Relative energy (zero: lowest compared OMol25 entry of this formula, charge and spin)   0.000 eV
Total charge   -2
2S+1   4

Löwdin population analysis, charges in e, atoms 1 to 8:
1. V 0.559
2. B -0.471
3. H -0.034
4. H -0.048
5. H -0.058
6. H -0.037
7. B -0.452
8. H -0.030

***

# 5
Entry from OMol25: a cluster of 6 separate species, CH15NO5 in total at a distorted geometry (ωB97M-V with the def2-TZVPD basis set).

The geometry in XYZ format:
```
22
CH15NO5 (ωB97M-V with the def2-TZVPD basis set)
C 1.08309 -2.44240 -1.66782
N 0.80885 -1.66915 -0.49125
H 0.51321 -3.37433 -1.60873
H 2.15776 -2.86195 -1.68090
H 0.81892 -1.78298 -2.45212
H -0.26609 -1.63466 -0.50938
H 0.93520 -2.15006 0.42465
O 0.50149 3.53519 -1.88817
H 0.74464 2.91602 -1.09912
H -0.41917 3.72139 -1.83837
O -1.21526 -0.78484 2.71922
H -0.32105 -0.89412 2.95776
H -1.25497 -0.12579 2.06086
O 0.50799 1.83671 1.91078
H 0.45440 2.00773 0.93967
H 1.25411 1.26889 1.95193
O 1.38744 0.98004 -0.98709
H 1.36175 -0.04950 -0.81376
H 1.53226 1.39041 -1.86268
O -3.54286 0.38831 1.18198
H -4.19368 -0.27512 0.93956
H -2.84801 0.00020 1.81300
```

Frontier orbital gap   0.4024 Ha
Highest occupied orbital energy   -10.677 eV
Relative energy (zero: lowest compared OMol25 entry of this formula, charge and spin)   1.944 eV
2S+1   1

Löwdin population analysis, charges in e, atoms 1 to 8:
1. C -0.188
2. N -0.116
3. H 0.071
4. H 0.109
5. H 0.064
6. H 0.125
7. H 0.098
8. O -0.085

***

# 6
Entry from OMol25: a structure of composition CH15NO6 at a distorted geometry (ωB97M-V with the def2-TZVPD basis set).

The geometry in XYZ format:
```
23
CH15NO6 (ωB97M-V with the def2-TZVPD basis set)
C -2.36873 0.69121 0.45727
N -2.07525 1.15365 1.77840
H -1.56759 -0.04261 0.03901
H -3.33881 0.18558 0.43075
H -2.41805 1.56664 -0.17182
H 1.00986 1.65665 2.33604
H -1.16207 1.62989 1.67107
O 0.50096 1.40569 1.53251
H 1.76221 -1.64339 -1.43866
H 3.33236 -1.62970 -0.58176
O 2.57982 -1.09923 -0.81598
H 0.70839 -2.16325 -2.90486
H -0.04770 0.54844 -1.34156
O 0.73183 -2.07800 -1.93306
H 0.97902 -1.52464 0.90178
H 0.26331 -0.27301 1.33523
O 0.08528 -1.19788 1.05579
H 1.79319 0.64201 -0.91397
H 1.00311 1.56039 0.01513
O 1.12473 1.36482 -0.94293
H -2.07995 0.39609 2.43592
H -0.09955 -0.96397 -1.47071
O -0.71636 -0.18538 -1.47357
```

Frontier orbital gap   0.1490 Ha
Highest occupied orbital energy   -9.554 eV
Relative energy (zero: lowest compared OMol25 entry of this formula, charge and spin)   8.471 eV
2S+1   1

Löwdin population analysis, charges in e, atoms 1 to 8:
1. C -0.070
2. N 0.156
3. H 0.127
4. H 0.123
5. H 0.107
6. H 0.046
7. H 0.055
8. O -0.244